Entry 1:
Entry from the Open Molecules 2025 dataset: C3H3NS in the gas phase (ωB97M-V/def2-TZVPD).

Geometry as XYZ:
```
8
Properties=species:S:1:pos:R:3
C -1.71 -0.64 1.92
C -1.35 -0.68 0.52
C -0.11 -0.11 -0.14
N -1.89 -0.65 3.05
S -2.54 -1.33 -0.33
H 0.51 0.37 0.55
H -0.44 0.54 -0.92
H 0.49 -0.82 -0.57
```

Results
HOMO level (alpha / beta)	-7.79 / -10.83	eV
molar mass	85.13	u
expectation value of S²	2.010
spin multiplicity	3
gap between HOMO and LUMO (alpha / beta)	8.524 / 7.824	eV
total charge	0
ΔE to the lowest compared entry with this formula, charge and spin	0.000	eV

=====

Entry 2:
Entry from the Open Molecules 2025 dataset: a 2-piece molecular cluster, C3H3NS2 overall (ωB97M-V/def2-TZVPD).

Geometry as XYZ:
```
9
Properties=species:S:1:pos:R:3
C 0.06 -1.08 -0.86
C 1.22 -1.00 -0.12
C -2.89 -0.09 -0.19
N -0.88 -1.11 -1.55
S -3.92 -0.99 0.54
S -2.20 1.37 -0.47
H 1.28 -1.74 0.61
H 1.80 -0.02 -0.34
H -3.08 2.27 -0.07
```

Results
HOMO level (alpha / beta)	-9.45 / -7.26	eV
molar mass	117.20	u
gap between HOMO and LUMO (alpha / beta)	9.132 / 5.805	eV
total charge	0
ΔE to the lowest compared entry with this formula, charge and spin	3.601	eV

=====

Entry 3:
Entry from the Open Molecules 2025 dataset: a 2-piece molecular cluster, C3H3NS2 overall (ωB97M-V/def2-TZVPD).

Geometry as XYZ:
```
9
Properties=species:S:1:pos:R:3
C -0.99 0.23 0.81
C -2.65 1.18 -1.20
C 0.16 -0.40 -1.24
N -0.48 -0.15 -0.18
S -2.39 2.72 -0.95
S -3.01 -0.30 -1.73
H -1.78 0.77 1.33
H 0.34 -1.35 -1.67
H 0.82 0.29 -1.59
```

Results
HOMO level (alpha / beta)	-5.18 / -8.04	eV
molar mass	117.20	u
expectation value of S²	2.021
spin multiplicity	3
gap between HOMO and LUMO (alpha / beta)	5.067 / 4.937	eV
total charge	0
ΔE to the lowest compared entry with this formula, charge and spin	3.310	eV

=====

Entry 4:
Entry from the Open Molecules 2025 dataset: C3H3NaO2 as an isolated structure (ωB97M-V/def2-TZVPD).

Geometry as XYZ:
```
9
Properties=species:S:1:pos:R:3
C -0.74 -0.40 0.03
C -1.43 0.75 0.08
H -2.44 0.82 -0.32
H -1.23 -1.35 -0.20
H -1.00 1.64 0.55
O 1.38 -1.47 0.15
C 0.76 -0.39 -0.08
O 1.34 0.73 -0.16
Na 3.36 -0.34 -0.04
```

Results
HOMO level	-8.75	eV
molar mass	94.04	u
gap between HOMO and LUMO	7.985	eV
total charge	0
ΔE to the lowest compared entry with this formula, charge and spin	0.000	eV

=====

Entry 5:
Entry from the Open Molecules 2025 dataset: C3H3O2Pb as an isolated structure (ωB97M-V/def2-TZVPD).

Geometry as XYZ:
```
9
Properties=species:S:1:pos:R:3
C -1.57 -0.70 0.72
C -0.36 -0.70 -0.13
H -2.22 0.12 0.37
H -0.90 -0.45 -1.09
H 0.27 -1.59 -0.19
O -0.22 1.07 1.28
C 0.39 0.55 0.33
Pb 3.00 0.97 -1.34
O 1.62 0.73 0.05
```

Results
HOMO level (alpha / beta)	-11.49 / -11.48	eV
molar mass	278.25	u
gap between HOMO and LUMO (alpha / beta)	4.191 / 4.172	eV
total charge	+1
ΔE to the lowest compared entry with this formula, charge and spin	4.299	eV

=====

Entry 6:
Entry from the Open Molecules 2025 dataset: an isolated ion of composition C3H3O3 and charge +1 (ωB97M-V/def2-TZVPD).

Geometry as XYZ:
```
9
Properties=species:S:1:pos:R:3
C -0.20 -1.08 0.00
C -1.47 0.67 0.00
C 0.73 -0.02 0.00
O -1.41 -0.57 0.00
O 0.12 1.14 0.00
O 2.01 -0.13 -0.01
H -0.03 -2.14 0.00
H -2.24 1.42 -0.02
H 2.49 0.72 0.02
```

Results
HOMO level (alpha / beta)	-14.92 / -14.92	eV
molar mass	87.05	u
gap between HOMO and LUMO (alpha / beta)	8.928 / 8.928	eV
total charge	+1
ΔE to the lowest compared entry with this formula, charge and spin	1.594	eV

=====

Entry 7:
Entry from the Open Molecules 2025 dataset: an isolated ion of composition C3H3O3P and charge -2 (ωB97M-V/def2-TZVPD).

Geometry as XYZ:
```
10
Properties=species:S:1:pos:R:3
C -0.58 0.19 0.10
C 0.56 -0.52 -0.37
C 1.08 -1.72 -0.06
P 1.32 -3.32 0.55
O 1.96 -3.38 1.93
O 0.71 -4.57 0.03
O 2.24 -2.47 -0.62
H -0.88 0.89 -0.70
H -1.37 -0.33 0.54
H 1.16 0.22 -0.83
```

Results
HOMO level	2.48	eV
molar mass	118.03	u
gap between HOMO and LUMO	4.823	eV
total charge	-2
ΔE to the lowest compared entry with this formula, charge and spin	0.632	eV
structure (SMILES)	C=CC1=P([O-])([O-])O1

=====

Entry 8:
Entry from the Open Molecules 2025 dataset: C3H3O3Yb as an isolated structure (ωB97M-V/def2-TZVPD).

Geometry as XYZ:
```
10
Properties=species:S:1:pos:R:3
H 4.09 4.19 1.59
O 5.92 3.69 0.45
C 5.14 2.80 0.86
O 4.05 3.23 1.52
O 5.25 1.56 0.69
Yb 5.61 0.24 -1.64
H 7.12 5.57 -2.25
C 6.18 5.89 -1.60
C 6.03 6.69 -2.55
H 6.02 4.84 -0.65
```

Results
HOMO level (alpha / beta)	-7.30 / -9.39	eV
molar mass	260.09	u
expectation value of S²	0.750
spin multiplicity	2
gap between HOMO and LUMO (alpha / beta)	6.562 / 7.800	eV
total charge	0
ΔE to the lowest compared entry with this formula, charge and spin	0.960	eV

=====

Entry 9:
Entry from the Open Molecules 2025 dataset: an isolated ion of composition C3H3O4S and charge -1 (ωB97M-V/def2-TZVPD).

Geometry as XYZ:
```
11
Properties=species:S:1:pos:R:3
O -0.62 -0.85 -1.85
C -0.43 -1.09 -0.68
S 1.07 -0.61 0.38
O 1.48 -1.89 0.94
O 2.26 0.32 -0.63
C 0.01 0.59 1.39
C -0.43 1.47 0.26
O -1.17 0.25 0.53
H -1.04 -1.89 -0.01
H -1.28 2.31 0.38
H 0.16 1.39 -0.72
```

Results
HOMO level	-4.28	eV
molar mass	135.12	u
gap between HOMO and LUMO	8.268	eV
total charge	-1
ΔE to the lowest compared entry with this formula, charge and spin	6.825	eV
structure (SMILES)	O=C[S@@](=O)([O-])=C1CO1

=====

Entry 10:
Entry from the Open Molecules 2025 dataset: C3H3O7P in the gas phase (ωB97M-V/def2-TZVPD).

Geometry as XYZ:
```
14
Properties=species:S:1:pos:R:3
C -0.22 1.58 -0.08
C 0.84 0.37 0.21
C 0.38 -0.90 -0.47
O 0.24 2.65 -0.05
O -3.33 -0.75 -0.20
O -1.51 1.21 -0.19
O -0.65 -1.00 -1.14
O -1.23 -0.87 1.33
O 2.10 0.72 -0.22
O 1.22 -1.87 -0.30
P -1.98 -0.34 0.20
H 0.70 0.38 1.40
H 2.37 1.59 0.24
H 1.10 -2.77 -0.73
```

Results
HOMO level	-10.82	eV
molar mass	182.02	u
gap between HOMO and LUMO	10.236	eV
total charge	0

=====

Entry 11:
Entry from the Open Molecules 2025 dataset: C3H3OP as an isolated structure (ωB97M-V/def2-TZVPD).

Geometry as XYZ:
```
8
Properties=species:S:1:pos:R:3
C -0.42 1.23 -0.07
C 0.69 0.26 -0.01
C -0.15 -1.06 0.05
O 1.89 0.29 0.16
P -1.66 0.09 0.12
H -0.39 2.24 -0.25
H -0.05 -1.45 -0.96
H 0.08 -1.61 0.95
```

Results
HOMO level	-9.73	eV
molar mass	86.03	u
gap between HOMO and LUMO	8.821	eV
total charge	0
ΔE to the lowest compared entry with this formula, charge and spin	1.153	eV

=====

Entry 12:
Entry from the Open Molecules 2025 dataset: C3H3P in the gas phase (ωB97M-V/def2-TZVPD).

Geometry as XYZ:
```
7
Properties=species:S:1:pos:R:3
C 1.37 -0.92 -0.06
C 2.51 -0.74 -0.48
C 0.16 -0.15 0.15
P 3.86 0.09 0.02
H -0.65 -0.63 0.75
H -0.18 -0.25 -0.88
H 0.31 0.89 0.39
```

Results
HOMO level (alpha / beta)	-7.70 / -7.70	eV
molar mass	70.03	u
gap between HOMO and LUMO (alpha / beta)	6.455 / 6.536	eV
total charge	0
ΔE to the lowest compared entry with this formula, charge and spin	1.417	eV